*one*
{
  "formula": "C3H7N2O2",
  "method": "ωB97M-V with the def2-TZVPD basis set",
  "species": ["C", "C", "C", "N", "N", "O", "O", "H", "H", "H", "H", "H", "H", "H"],
  "positions_angstrom": [[2.225, -1.062, -2.385], [0.996, -0.724, -1.891], [-1.181, 0.232, 2.551], [-1.926, 1.034, 0.479], [0.831, 0.330, -1.184], [0.004, 0.966, -0.556], [-1.524, 1.349, 1.652], [2.603, -2.097, -2.509], [2.944, -0.244, -2.549], [0.335, -1.616, -1.975], [-1.813, -0.679, 2.238], [-1.250, 0.612, 3.604], [-0.079, -0.016, 2.554], [-2.166, 1.915, -0.030]],
  "nbo_charge": [-0.010, -0.191, -0.310, -0.020, 0.171, -0.194, -0.204, 0.244, 0.225, 0.219, 0.236, 0.247, 0.228, 0.358],
  "homo_lumo_gap_ev": [6.2, 7.4],
  "homo_energy_ev": [-12.573, -13.836],
  "total_charge": 1
}

*two*
{
  "formula": "C3H7N2O2",
  "method": "ωB97M-V with the def2-TZVPD basis set",
  "species": ["N", "C", "C", "O", "N", "C", "O", "H", "H", "H", "H", "H", "H", "H"],
  "positions_angstrom": [[-0.764, -1.148, 0.397], [0.012, -0.076, -0.324], [0.078, 1.275, 0.381], [-0.661, 1.050, 1.558], [0.308, -0.222, -1.736], [1.370, -0.633, -1.146], [2.434, -0.952, -0.844], [-1.715, -1.036, 0.357], [-0.500, -0.950, 1.373], [-0.522, -2.148, 0.078], [-0.485, 2.085, -0.211], [1.166, 1.357, 0.596], [-0.549, 1.721, 2.235], [-0.171, -0.324, -2.713]],
  "nbo_charge": [-0.681, 0.054, -0.101, -0.760, -0.588, 0.770, -0.445, 0.426, 0.479, 0.455, 0.214, 0.217, 0.515, 0.445],
  "homo_lumo_gap_ev": 9.8,
  "homo_energy_ev": -13.506,
  "total_charge": 1,
  "smiles": "[NH3+][C@]1(CO)NC1=O"
}

So which one is most stable? That would be *two*, about 581.0 kJ/mol below the next structure.

*one*
{
  "formula": "C4H9N3O",
  "method": "ωB97M-V with the def2-TZVPD basis set",
  "species": ["H", "N", "C", "C", "O", "C", "N", "H", "N", "C", "H", "H", "H", "H", "H", "H", "H"],
  "positions_angstrom": [[0.891, 1.853, 1.939], [0.633, 0.897, 2.162], [0.573, 0.104, 1.197], [0.309, -1.362, 1.289], [1.711, 0.313, -0.105], [0.845, 0.493, -1.063], [0.919, 0.312, -2.318], [1.865, 0.019, -2.564], [-0.427, 0.755, -0.412], [-1.656, 0.139, -0.903], [1.138, -1.825, 1.825], [0.236, -1.824, 0.307], [-0.612, -1.533, 1.851], [-0.530, 1.724, -0.130], [-1.510, -0.926, -1.078], [-1.948, 0.603, -1.847], [-2.437, 0.256, -0.151]],
  "nbo_charge": [0.365, -0.737, 0.629, -0.701, -0.592, 0.678, -0.741, 0.355, -0.600, -0.411, 0.253, 0.227, 0.240, 0.401, 0.213, 0.213, 0.208],
  "homo_lumo_gap_ev": 10.1,
  "homo_energy_ev": -9.317,
  "smiles": "[H]/N=C(/C)O/C(=N\\[H])NC"
}

*two*
{
  "formula": "C4H9N3O",
  "method": "ωB97M-V with the def2-TZVPD basis set",
  "species": ["N", "C", "O", "N", "C", "C", "N", "C", "H", "H", "H", "H", "H", "H", "H", "H", "H"],
  "positions_angstrom": [[1.818, 0.004, -1.967], [0.560, -0.406, -1.537], [-0.189, -1.069, -2.311], [0.090, -0.216, -0.240], [-1.193, -0.692, 0.225], [-1.524, 0.414, 1.126], [-0.258, 0.667, 1.777], [0.745, 0.757, 0.708], [1.987, -0.312, -2.903], [2.513, -0.050, -1.330], [-0.930, -1.629, 0.755], [-1.918, -0.892, -0.530], [-2.217, 0.067, 1.862], [-1.902, 1.209, 0.560], [-0.094, -0.107, 2.448], [0.820, 1.707, 0.219], [1.691, 0.546, 1.137]],
  "nbo_charge": [-0.838, 0.777, -0.691, -0.462, -0.215, -0.238, -0.616, -0.051, 0.409, 0.375, 0.177, 0.241, 0.203, 0.197, 0.361, 0.184, 0.187],
  "homo_lumo_gap_ev": 9.9,
  "homo_energy_ev": -9.056,
  "smiles": "NC(=O)N1CCNC1"
}

So which one is most stable? That would be *two*, about 140.4 kJ/mol below the next structure.